Record 1
Here is a cluster of 11 separate species, C36H52O34S in total in a non-equilibrium geometry from the OMol25 dataset. Energies are from ωB97M-V/def2-TZVPD.

```
123
Properties=species:S:1:pos:R:3
C -4.150 -3.017 -0.345
O -3.671 -3.890 0.670
C -2.445 -3.500 1.230
C -2.563 -2.162 1.970
C -3.258 -2.363 3.339
C -2.790 -1.476 4.495
C -1.270 -1.465 4.701
O -0.553 -2.090 3.599
S -0.958 -1.440 2.220
O -1.127 -0.026 2.386
O -0.036 -1.860 1.220
H -3.338 -2.416 -0.767
H -4.899 -2.334 0.065
H -4.590 -3.615 -1.138
H -1.651 -3.471 0.479
H -2.172 -4.268 1.954
H -3.108 -1.404 1.407
H -3.180 -3.410 3.630
H -4.317 -2.151 3.187
H -3.154 -0.459 4.350
H -3.257 -1.864 5.400
H -0.903 -0.451 4.837
H -0.987 -2.034 5.583
O -5.505 -4.470 -3.041
C -4.539 -4.605 -3.725
O -3.274 -4.656 -3.259
C -2.410 -5.046 -4.334
C -3.216 -4.633 -5.552
O -4.561 -4.725 -5.066
H -1.455 -4.537 -4.245
H -2.255 -6.124 -4.280
H -3.024 -3.602 -5.851
H -3.085 -5.289 -6.408
O 2.510 2.722 -2.871
C 1.992 2.156 -1.958
O 1.977 2.625 -0.691
C 1.113 1.783 0.092
C 1.128 0.493 -0.702
O 1.377 0.965 -2.040
H 1.503 1.676 1.100
H 0.123 2.238 0.134
H 1.943 -0.170 -0.410
H 0.190 -0.048 -0.655
O 7.897 5.591 -0.758
C 6.758 5.310 -0.964
O 5.721 5.675 -0.179
C 4.499 5.299 -0.840
C 4.965 4.180 -1.749
O 6.337 4.544 -1.988
H 3.762 4.981 -0.109
H 4.117 6.159 -1.390
H 4.942 3.210 -1.257
H 4.417 4.122 -2.682
O -10.468 -3.001 0.771
C -9.738 -3.716 0.156
O -9.894 -5.047 0.027
C -9.001 -5.505 -1.002
C -7.930 -4.432 -1.002
O -8.666 -3.286 -0.538
H -8.627 -6.494 -0.754
H -9.549 -5.547 -1.944
H -7.128 -4.640 -0.292
H -7.505 -4.238 -1.978
O 4.498 -0.539 -0.519
C 5.607 -0.147 -0.711
O 6.693 -0.929 -0.849
C 7.787 -0.112 -1.303
C 7.375 1.270 -0.834
O 5.939 1.156 -0.833
H 8.721 -0.464 -0.875
H 7.837 -0.174 -2.390
H 7.715 1.491 0.179
H 7.683 2.066 -1.506
O 11.117 1.078 1.673
C 10.452 2.058 1.758
O 9.109 2.055 1.962
C 8.692 3.402 2.235
C 9.786 4.212 1.574
O 10.912 3.322 1.656
H 7.708 3.585 1.809
H 8.652 3.550 3.312
H 9.570 4.415 0.526
H 10.001 5.147 2.083
O -10.233 -3.235 -4.542
C -10.745 -2.508 -3.755
O -11.373 -2.913 -2.629
C -11.644 -1.759 -1.820
C -11.659 -0.645 -2.849
O -10.781 -1.158 -3.860
H -12.587 -1.883 -1.296
H -10.843 -1.650 -1.093
H -12.646 -0.489 -3.288
H -11.278 0.300 -2.473
O 7.853 7.058 4.395
C 7.077 6.275 4.827
O 7.209 4.926 4.729
C 6.218 4.308 5.556
C 5.162 5.395 5.648
O 5.938 6.586 5.488
H 5.863 3.392 5.091
H 6.665 4.075 6.523
H 4.435 5.339 4.837
H 4.640 5.417 6.601
O -4.980 0.293 1.923
C -5.539 0.686 2.894
O -6.108 -0.114 3.828
C -6.480 0.692 4.951
C -6.608 2.069 4.325
O -5.693 1.986 3.226
H -7.404 0.320 5.385
H -5.683 0.645 5.695
H -7.608 2.258 3.933
H -6.319 2.880 4.987
O 8.811 -0.308 -5.258
C 7.656 -0.347 -5.524
O 6.674 0.185 -4.757
C 5.443 0.140 -5.489
C 5.705 -0.984 -6.474
O 7.129 -0.931 -6.625
H 4.615 -0.050 -4.812
H 5.295 1.102 -5.981
H 5.433 -1.961 -6.073
H 5.225 -0.841 -7.438
```

Output
**Highest occupied orbital energy**: -9.954 eV
**E_LUMO**: 0.0 eV
**Gap between HOMO and LUMO**: 10.0 eV
**Electronic energy**: -118626.004 eV

Löwdin atomic charge list, values in e, 8 entries:
1 C -0.0743
2 O -0.1607
3 C -0.2213
4 C -0.3000
5 C -0.1422
6 C -0.1595
7 C -0.1771
8 O -0.2099

Record 2
Here is a structure of composition C36H53HfNP2 in a non-equilibrium geometry from the OMol25 dataset. Energies are from ωB97M-V/def2-TZVPD.

```
93
Properties=species:S:1:pos:R:3
Hf 0.665 0.681 1.250
C 0.841 3.155 1.088
C -0.515 2.953 1.507
C 0.872 2.066 3.152
C 1.705 2.667 2.138
C -0.508 2.210 2.738
C 1.288 4.092 0.022
H 0.487 4.316 -0.687
H 2.131 3.669 -0.536
H 1.617 5.043 0.467
C 3.136 3.035 2.328
H 3.592 3.317 1.372
H 3.699 2.190 2.743
H 3.248 3.877 3.029
C 1.338 1.644 4.498
H 1.802 2.484 5.035
H 2.089 0.854 4.402
H 0.512 1.255 5.103
C -1.648 2.087 3.681
H -1.581 2.878 4.444
H -1.630 1.120 4.195
H -2.610 2.202 3.176
C -1.667 3.756 1.044
H -1.748 4.672 1.653
H -2.613 3.210 1.149
H -1.553 4.068 0.000
C -1.651 -0.915 -5.339
C -2.102 0.340 -5.485
C -3.522 0.728 -5.789
C -4.646 -0.159 -5.191
C -4.473 -0.507 -3.742
C -3.790 -1.544 -3.241
C -3.069 -2.597 -4.028
C -2.481 -2.165 -5.397
H -3.689 0.780 -6.881
H -4.815 -1.037 -5.828
H -3.673 1.752 -5.414
H -3.273 -2.127 -6.156
H -0.578 -1.097 -5.217
H -1.390 1.172 -5.496
H -1.800 -2.977 -5.703
H -2.237 -2.969 -3.409
H -3.816 -1.721 -2.159
H -3.730 -3.464 -4.205
H -5.566 0.447 -5.250
H -5.016 0.160 -3.062
P 0.037 0.622 -1.203
P -1.490 -0.714 1.348
C -1.104 -0.837 -1.482
C -1.506 -1.667 -0.261
H -0.587 -1.467 -2.222
H -1.996 -0.439 -1.987
H -2.536 -2.051 -0.371
H -0.844 -2.539 -0.146
C -1.664 -1.959 2.662
H -1.840 -1.419 3.606
H -0.746 -2.550 2.768
H -2.516 -2.626 2.449
C -3.154 0.046 1.343
H -3.891 -0.727 1.071
H -3.213 0.881 0.632
H -3.379 0.424 2.348
C 1.415 0.388 -2.365
H 2.040 1.294 -2.345
H 1.027 0.237 -3.383
H 2.045 -0.463 -2.071
C -0.863 1.959 -2.061
H -1.738 2.299 -1.495
H -1.195 1.592 -3.047
H -0.193 2.820 -2.203
C 1.811 -4.830 2.101
C 1.724 -4.250 0.835
C 1.777 -2.864 0.689
C 1.928 -2.060 1.840
C 1.936 -2.638 3.118
C 1.896 -4.028 3.244
N 2.265 -0.668 1.723
C 3.670 -0.457 1.882
C 4.247 -0.338 3.157
C 5.610 -0.600 3.312
C 6.392 -0.977 2.219
C 5.833 -0.975 0.932
C 4.492 -0.663 0.754
H 1.773 -5.915 2.206
H 1.621 -4.882 -0.046
H 1.741 -2.366 -0.287
H 2.012 -1.968 3.977
H 1.941 -4.479 4.232
H 3.608 -0.106 4.015
H 6.056 -0.531 4.302
H 7.448 -1.233 2.362
H 6.461 -1.231 0.076
H 4.015 -0.645 -0.229
```

Output
**Highest occupied orbital energy**: -13.415 eV
**E_LUMO**: -7.1 eV
**Total charge**: +2
**Gap between HOMO and LUMO**: 6.3 eV
**Electronic energy**: -59553.230 eV

Löwdin atomic charge list, values in e, 8 entries:
1 Hf 1.4314
2 C -0.3134
3 C -0.2894
4 C -0.3185
5 C -0.3000
6 C -0.3347
7 C -0.0222
8 H 0.0686

Record 3
Here is a structure of composition C36H54Cl3N2O2SSeSi3W from the OMol25 dataset. Energies are from ωB97M-V/def2-TZVPD.

```
103
Properties=species:S:1:pos:R:3
W -0.543 -0.701 -0.468
C -0.694 -3.294 -2.787
O -1.213 -2.288 -1.907
Si -2.806 -1.652 -2.042
C -4.028 -3.027 -2.333
C -2.825 -0.579 -3.553
C -2.688 -0.789 -0.391
Si -3.742 0.799 -0.395
C -4.290 1.417 1.293
C -5.354 0.477 -1.318
C -2.821 2.196 -1.229
Si -3.191 -2.053 0.965
C -2.724 -1.565 2.719
C -2.387 -3.737 0.713
C -5.051 -2.273 0.956
H -1.448 -4.070 -2.911
H 0.194 -3.726 -2.330
H -0.434 -2.854 -3.750
H -3.891 -3.433 -3.337
H -5.042 -2.632 -2.289
H -3.964 -3.844 -1.620
H -2.819 -1.219 -4.439
H -1.948 0.061 -3.584
H -3.712 0.049 -3.614
H -4.482 0.627 2.014
H -5.235 1.948 1.155
H -3.590 2.126 1.733
H -6.099 0.065 -0.636
H -5.291 -0.199 -2.169
H -5.746 1.424 -1.695
H -2.554 1.956 -2.258
H -1.901 2.458 -0.700
H -3.455 3.084 -1.249
H -1.649 -1.545 2.897
H -3.136 -2.352 3.356
H -3.146 -0.626 3.068
H -1.354 -3.703 0.365
H -2.943 -4.357 0.013
H -2.390 -4.258 1.673
H -5.554 -1.428 1.428
H -5.308 -3.165 1.532
H -5.465 -2.390 -0.041
C 2.657 -2.901 -6.936
C 2.157 -2.079 -5.783
C 1.373 -0.952 -5.989
C 0.928 -0.155 -4.937
C 0.225 1.134 -5.264
C 1.243 -0.557 -3.631
Se 0.672 0.564 -2.178
C 2.082 -1.648 -3.393
C 2.555 -2.017 -2.016
C 2.519 -2.394 -4.480
H 2.088 -2.701 -7.842
H 2.591 -3.967 -6.718
H 3.704 -2.675 -7.145
H 1.125 -0.660 -7.002
H 0.148 1.253 -6.343
H 0.775 1.991 -4.870
H -0.779 1.187 -4.852
H 1.733 -2.259 -1.334
H 3.105 -1.192 -1.557
H 3.213 -2.883 -2.062
H 3.168 -3.244 -4.301
Cl 6.988 -0.383 0.573
C 5.778 0.594 1.334
C 5.829 1.976 1.204
C 4.852 2.737 1.815
C 3.827 2.157 2.561
C 2.780 3.044 3.198
C 1.823 3.642 2.163
N 0.803 2.661 1.812
C -0.312 2.352 2.552
C -0.890 1.286 1.941
N -0.139 0.938 0.835
C 0.887 1.781 0.811
O 3.361 4.139 3.878
C 3.805 3.850 5.204
C 2.713 3.320 6.089
C 1.516 3.931 6.319
Cl 0.985 5.438 5.684
S 0.491 3.036 7.354
C 1.664 1.801 7.507
C 2.784 2.079 6.790
C 3.814 0.774 2.668
Cl 2.559 -0.040 3.567
C 4.778 -0.021 2.063
H 6.624 2.436 0.636
H 4.891 3.816 1.736
H 2.177 2.434 3.876
H 2.330 3.923 1.240
H 1.344 4.523 2.585
H -0.588 2.918 3.423
H -1.785 0.758 2.202
H 1.675 1.782 0.075
H 4.190 4.798 5.581
H 4.635 3.134 5.184
H 1.467 0.942 8.124
H 3.644 1.428 6.749
H 4.748 -1.095 2.165
C 0.663 -1.797 0.884
H 1.655 -1.328 0.839
H 0.768 -2.863 0.662
H 0.304 -1.673 1.911
```

Output
**<S²>**: 2.019
**Highest occupied orbital energy (alpha / beta)**: -10.544 / -10.713 eV
**E_LUMO (alpha / beta)**: -2.8 / -2.7 eV
**ΔE to the lowest compared entry with this formula, charge and spin**: 0.0 kcal per mole
**Total charge**: +1
**Gap between HOMO and LUMO (alpha / beta)**: 7.7 / 8.1 eV
**Multiplicity**: 3
**Electronic energy**: -184490.187 eV

Löwdin atomic charge list, values in e, 8 entries:
1 W 1.2032
2 C -0.0612
3 O -0.4470
4 Si 0.3174
5 C -0.1356
6 C -0.1360
7 C -0.5618
8 Si 0.4103

Record 4
Here is a structure of composition C36H54F12HfO18 in a non-equilibrium geometry from the OMol25 dataset. Energies are from ωB97M-V/def2-TZVPD.

```
121
Properties=species:S:1:pos:R:3
Hf 0.086 0.205 0.155
C 3.839 0.835 -0.065
O 4.294 0.222 -1.261
O 2.438 0.779 -0.086
C 4.600 0.296 1.166
F 4.606 -1.061 1.206
F 5.919 0.569 1.246
F 4.084 0.792 2.275
C 5.223 0.861 -2.158
C 5.829 -0.217 -3.115
H 5.028 -0.849 -3.498
H 6.426 0.070 -3.980
H 6.517 -0.788 -2.492
H 6.111 1.288 -1.692
H 4.814 1.700 -2.721
H 3.978 1.904 -0.230
C -0.254 2.384 3.315
O -1.672 2.630 3.265
O 0.055 1.599 2.149
C 0.592 3.710 3.632
F 1.887 3.452 3.662
F 0.407 4.670 2.737
F 0.274 4.319 4.747
C -2.460 3.310 4.203
C -3.910 3.122 3.679
H -4.228 3.937 3.030
H -4.151 2.246 3.077
H -4.611 3.291 4.497
H -2.251 4.371 4.334
H -2.485 2.687 5.098
H -0.183 1.840 4.257
C 1.125 -2.512 2.604
O 0.895 -3.692 1.832
O 0.852 -1.442 1.721
C 0.392 -2.702 4.030
F -0.796 -3.242 3.954
F 1.138 -3.415 4.889
F 0.206 -1.525 4.604
C 1.682 -4.893 2.060
C 1.207 -6.046 1.097
H 2.025 -6.764 1.157
H 0.344 -6.556 1.524
H 1.051 -5.625 0.104
H 1.488 -5.290 3.057
H 2.769 -4.818 2.059
H 2.201 -2.562 2.768
C -0.374 0.814 -3.635
O 0.951 1.315 -3.846
O -0.432 0.467 -2.248
C -1.452 1.950 -4.144
F -1.317 2.290 -5.349
F -2.742 1.619 -4.065
F -1.406 3.105 -3.460
C 1.589 1.046 -5.115
C 2.945 1.847 -5.125
H 3.562 1.757 -6.019
H 2.707 2.910 -5.088
H 3.538 1.644 -4.233
H 1.067 1.365 -6.017
H 1.807 -0.007 -5.295
H -0.597 -0.074 -4.228
O -1.389 -1.586 -0.409
C -1.889 -2.716 -0.580
O -1.878 -3.353 -1.710
C -2.517 -4.616 -1.810
C -2.536 -4.952 -0.326
C -2.484 -3.649 0.461
H -1.979 -5.261 -2.506
H -3.553 -4.461 -2.111
H -1.693 -5.610 -0.119
H -3.296 -5.693 -0.079
H -1.883 -3.639 1.371
H -3.433 -3.200 0.753
O -2.114 1.128 0.002
C -3.156 1.774 -0.039
O -4.278 1.276 0.508
C -5.325 2.232 0.425
C -4.766 3.497 -0.269
C -3.290 3.242 -0.475
H -5.529 2.591 1.433
H -6.175 1.888 -0.165
H -4.755 4.347 0.413
H -5.273 3.720 -1.208
H -2.659 3.914 0.107
H -3.042 3.395 -1.525
O 0.317 2.687 -0.485
C 0.528 3.741 -1.154
O -0.220 4.897 -0.976
C 0.068 5.822 -1.983
C 1.457 5.513 -2.444
C 1.558 4.009 -2.211
H -0.157 6.806 -1.573
H -0.594 5.580 -2.815
H 2.230 5.997 -1.846
H 1.531 5.848 -3.479
H 2.545 3.647 -1.922
H 1.170 3.512 -3.100
O 1.185 -1.732 -1.189
C 2.000 -2.600 -1.634
O 1.714 -3.461 -2.630
C 2.777 -4.326 -2.892
C 3.694 -4.254 -1.678
C 3.383 -2.895 -1.106
H 3.284 -3.968 -3.788
H 2.408 -5.352 -2.910
H 4.736 -4.371 -1.977
H 3.518 -5.011 -0.913
H 4.052 -2.153 -1.540
H 3.395 -2.724 -0.030
O -1.879 -0.552 1.946
C -2.812 -0.825 2.647
O -3.959 -1.483 2.225
C -4.890 -1.791 3.238
C -4.065 -1.546 4.536
C -2.966 -0.542 4.138
H -5.178 -2.842 3.252
H -5.790 -1.178 3.187
H -3.488 -2.470 4.584
H -4.532 -1.176 5.449
H -2.042 -0.709 4.692
H -3.315 0.488 4.215
```

Output
**Highest occupied orbital energy**: -7.978 eV
**E_LUMO**: 0.5 eV
**Gap between HOMO and LUMO**: 8.4 eV
**Electronic energy**: -108977.670 eV

Löwdin atomic charge list, values in e, 8 entries:
1 Hf 2.2181
2 C -0.3681
3 O -0.1016
4 O -0.2761
5 C -0.5455
6 F 0.1187
7 F 0.1261
8 F 0.1738